[1]
C38H35ClF5FeN4O2SSi as an isolated structure, computed with ωB97M-V with the def2-TZVPD basis set.

XYZ file:
```
88
Properties=species:S:1:pos:R:3:forces:R:3
N 1.481489 1.025027 2.612898 1.23 0.45 0.09
C -2.405304 -1.687815 0.727452 -0.21 -0.08 -0.02
C 0.880566 -4.486116 -0.222139 -0.01 0.01 -0.02
C -1.043555 -4.577008 1.127711 0.02 -0.01 0.00
C 0.519487 -5.669938 -0.836226 0.00 0.01 -0.03
H -4.327686 -2.686275 0.734220 0.01 -0.01 0.02
H -2.018117 0.908836 -1.384798 0.02 0.02 0.00
C -3.814383 -4.455612 -2.630779 0.00 -0.01 0.00
S 0.650547 -2.424322 1.592987 0.10 -0.08 0.11
C -0.389613 0.440081 3.615164 -0.11 0.00 0.31
H -2.627956 -0.804018 -7.132348 0.00 0.00 0.01
C 0.404894 -1.037078 -1.470257 0.08 0.01 -0.17
Fe 0.183053 -0.319641 0.435663 0.28 0.08 0.42
H -3.404127 -6.416401 -3.407774 0.00 0.00 0.00
F 2.037618 -3.938310 -0.617200 -0.01 0.00 0.03
H -0.326779 2.462901 -5.590259 0.00 0.00 0.00
H -4.899439 -0.440898 -0.112606 0.01 0.00 -0.01
H -0.160381 1.334523 -3.429229 0.02 0.02 0.04
H -1.016038 -5.926652 -3.833865 0.00 0.00 0.01
Cl -1.458418 3.837649 -2.054147 -0.01 -0.01 0.02
H 1.028243 -1.933545 -1.540791 -0.05 -0.03 0.03
Si -1.208125 -1.176964 -2.288934 -0.11 0.11 0.11
C 4.323406 0.435905 -0.273009 -0.03 -0.02 -0.03
C 4.621082 1.281414 0.782735 0.00 0.01 0.01
C -3.286310 -3.206684 -2.330038 0.00 0.00 0.00
C -0.895794 1.177604 5.843998 -0.10 -0.04 0.09
H 0.681435 4.500697 -1.329988 -0.01 -0.01 -0.01
F 1.291558 -6.201563 -1.798003 -0.03 0.02 0.00
H 2.779712 -0.761606 -1.184326 0.02 0.02 0.05
H -5.675702 -0.667882 1.433664 0.00 0.00 0.00
H -3.373238 -0.200484 -1.330913 0.00 0.02 0.06
H -1.735407 -2.035464 1.502555 -0.11 0.00 -0.15
N 0.401698 0.467592 2.411819 -0.70 -0.60 -0.17
H -3.030199 -1.258130 4.860251 -0.02 -0.01 0.01
C 2.414439 0.895960 1.570483 0.11 0.19 0.10
C -1.142275 -3.913405 -3.101883 0.02 -0.01 0.02
C -3.866440 -1.813963 1.203940 -0.01 0.01 -0.05
H 0.722143 1.942850 4.662681 -0.01 0.00 -0.02
C 3.058463 -0.119967 -0.362315 0.11 -0.08 -0.08
C -2.296274 -0.120734 -1.149663 -0.10 -0.16 0.09
C 0.544414 2.377349 -0.893198 0.18 0.10 0.04
C -1.441766 -0.457411 3.678008 0.07 -0.33 0.27
F -1.024733 -7.442602 -1.089035 0.02 0.04 0.03
H -2.224477 -2.363080 -0.102720 0.01 -0.05 -0.08
O -0.075762 1.608763 -0.094106 -0.04 0.02 -0.14
N 2.111744 0.111206 0.542276 -0.05 -0.15 -0.10
C -0.722544 0.860373 -4.225453 0.01 -0.04 -0.05
C -3.978981 0.655912 1.513457 0.03 0.03 -0.03
C -1.330221 -0.381482 -4.009050 -0.05 0.02 0.04
H -4.497060 1.567128 1.206347 0.01 0.01 0.02
F -1.830729 -4.142942 2.128929 0.03 -0.09 0.02
C -2.221944 -0.539812 4.821594 0.04 -0.01 0.00
O 1.535682 2.144426 -1.586294 -0.10 0.00 0.03
C -0.654374 -6.305140 -0.481738 0.00 -0.05 -0.01
H 5.597276 1.740120 0.869143 0.00 0.01 0.00
H -3.869383 -2.013294 2.281869 0.00 0.01 -0.01
C -2.093880 -0.329905 -6.316604 0.00 -0.01 0.01
C -1.437941 -5.750153 0.509091 -0.04 -0.02 0.01
H -1.882686 0.833040 2.023365 -0.37 0.11 -0.47
H -2.491495 -1.926436 -4.951125 0.00 0.01 0.00
F -2.572542 -6.365935 0.879155 0.03 0.02 -0.01
C -3.000270 -5.438060 -3.177616 0.00 0.00 0.01
C -0.107784 1.253696 4.711301 0.00 0.09 -0.19
H -2.294332 1.659900 0.561937 -0.02 0.03 -0.04
H -1.617550 -1.120376 2.846537 0.08 0.11 0.22
H -0.417142 4.098003 0.034778 0.02 0.00 0.00
H 5.052410 0.214375 -1.039445 0.00 0.00 0.00
C -2.013276 -0.961160 -5.080597 -0.03 0.00 0.01
N -1.943284 -0.354764 0.292827 -0.29 0.07 -0.38
C -1.661435 -5.162252 -3.417227 0.01 0.00 0.01
C -0.047061 3.796511 -0.941226 0.00 -0.01 -0.02
C -4.699139 -0.565349 0.952616 -0.02 -0.01 -0.02
H -4.049450 0.613884 2.606177 0.02 -0.01 0.00
C -1.491406 0.905026 -6.505044 0.01 0.02 0.00
C -0.804117 1.499574 -5.454551 0.01 0.00 0.00
H 0.929800 -0.228076 -1.995910 0.03 -0.04 -0.04
H -3.940951 -2.449521 -1.909163 0.00 0.01 0.01
C -2.485385 0.750910 1.121115 -0.15 0.16 0.00
C -1.957848 0.281504 5.905589 0.05 0.05 0.00
H -0.676550 1.818467 6.688543 -0.01 0.01 0.01
H -1.553788 1.401137 -7.466802 0.00 0.00 0.01
H 3.807763 2.135125 2.601974 0.01 -0.01 -0.01
C 3.646599 1.512629 1.733113 -0.02 0.04 0.06
C -1.939516 -2.907543 -2.551369 0.01 0.01 -0.01
H -4.860364 -4.662725 -2.436801 0.00 0.00 0.00
H -2.568082 0.221781 6.797564 -0.01 0.00 0.01
H -0.089749 -3.717465 -3.283991 0.00 0.00 -0.01
C 0.115037 -3.880222 0.778227 0.12 0.00 -0.06
```
Positions in Å, forces in eV/Å.

Values from the calculation:
Energy above the lowest of the compared OMol25 structures with the same formula, charge and spin   0.0 kJ/mol
Spin multiplicity   1
Net charge   -1

=====

[2]
C38H35ClN2Si2V as an isolated structure, computed with ωB97M-V with the def2-TZVPD basis set.

XYZ file:
```
79
Properties=species:S:1:pos:R:3:forces:R:3
C 4.010977 -1.236962 2.230726 0.29 -0.43 -0.28
C 1.007400 0.325803 -1.917411 -0.09 0.50 -0.74
H -1.691204 -6.229969 -3.252535 0.03 0.31 0.16
C -5.375325 1.364055 -2.236205 0.07 -0.13 -0.01
C -4.912390 0.218566 -2.896788 0.11 0.14 0.23
C 1.826419 -0.167672 2.165013 0.95 -0.37 -0.40
H -10.254149 -2.733848 -2.902789 0.14 0.03 0.35
C -1.757873 -5.308932 -2.667548 -0.17 0.10 0.25
H 2.650693 2.001317 5.272640 -0.03 -0.18 -0.27
H -0.394802 -4.207735 -3.943249 -0.28 0.03 0.50
C -9.076506 -1.084611 -0.157589 -0.07 -0.16 0.02
C -0.649033 1.736604 -1.118272 0.34 0.59 -0.89
C -6.828963 -8.284579 -1.491095 -0.06 0.23 0.01
C 0.896647 0.761494 2.646470 -0.04 0.90 0.41
H 0.740999 2.906372 0.208888 -0.09 -0.48 0.11
H 1.539298 -0.387523 -2.543333 -0.17 0.11 0.28
C -2.688680 -4.086050 -0.800312 0.10 -0.39 -0.45
H -1.584654 2.285681 -1.042755 0.18 -0.32 0.12
Si -7.218925 -4.696299 0.634418 -1.00 -0.67 -0.03
H 4.974802 -1.393629 2.724652 -0.34 -0.01 -0.27
H -3.337447 -4.046572 0.075778 0.13 -0.10 -0.26
C -1.032029 -4.171629 -3.046889 -0.06 0.05 0.09
C -9.014827 -3.609444 -1.358383 0.21 0.31 -0.01
C -8.273316 -3.384976 -0.181062 -0.18 0.40 0.16
H -7.860751 -7.654371 0.311041 0.28 0.01 -0.21
C -3.999168 -0.632809 -2.257069 -0.30 0.34 0.14
H -3.628200 1.053664 0.679450 -0.12 -0.02 -0.17
H 0.455140 2.293537 4.100608 0.28 -0.27 -0.13
N 1.530772 -0.803560 0.971834 0.10 -1.03 -0.06
C -2.577900 -5.272432 -1.529435 0.21 0.00 -0.25
H -0.599408 1.917068 1.815669 0.60 -0.33 -0.20
C -6.093684 -5.597014 -1.758968 0.14 -0.45 -0.11
H -9.100986 -0.103273 0.321621 -0.03 -0.30 -0.16
H -5.713051 -8.600232 -3.318952 -0.10 0.14 0.19
H 4.356990 -2.599340 0.590327 -0.09 0.17 0.14
C 1.179735 1.551313 3.751406 0.08 -0.40 -0.32
H -7.115745 -9.334693 -1.394822 0.05 0.36 -0.02
C -6.045947 -7.874736 -2.577007 -0.04 0.20 0.22
C -1.990580 -2.928541 -1.177119 -0.18 -0.79 0.13
C -9.725219 -2.562893 -1.961443 0.08 -0.05 0.25
H -5.074926 -6.198583 -3.553329 -0.19 -0.16 0.17
H -5.824719 -4.545598 -1.881375 0.05 -0.26 0.03
H -0.531563 -2.124788 -2.581624 -0.21 -0.17 0.10
H -3.635621 -1.515363 -2.786149 -0.13 0.13 0.18
H -10.277093 -0.473797 -1.846871 0.13 -0.22 0.12
H -7.869268 -1.966130 1.398975 -0.01 0.06 -0.30
C 2.442841 -1.658895 0.431150 -0.42 0.54 0.83
C 1.591712 1.187936 -0.944655 -0.16 0.75 -0.57
H 2.148801 -2.167365 -0.490892 0.09 0.22 0.37
Si -2.300910 -1.449510 -0.078869 2.27 1.37 -0.10
H -1.079193 0.255849 -2.753101 0.12 0.06 0.32
C -4.911383 1.665552 -0.947512 0.09 -0.15 -0.02
C -6.825296 -6.004332 -0.636607 0.10 -0.02 -0.11
C -0.375102 0.676469 -2.039247 0.20 0.52 -0.47
C 0.573474 2.046066 -0.437200 0.38 0.45 -1.66
H 4.309079 0.343252 4.445296 -0.28 0.12 -0.08
C -9.743238 -1.295724 -1.368864 0.21 -0.21 0.14
C -5.686035 -6.531817 -2.713511 -0.12 0.08 0.04
H -5.268983 -0.018682 -3.908038 0.18 0.14 0.47
H -5.275207 2.563124 -0.430147 0.19 -0.38 -0.25
C -3.555761 -0.369557 -0.946742 -0.57 0.27 -0.20
C 3.092240 -0.337657 2.807603 -1.05 0.53 -0.05
C -1.126920 -2.993330 -2.292003 -0.36 -0.38 0.07
C -3.995722 0.812989 -0.320771 -0.48 -0.06 -0.45
C 3.672787 -1.892300 1.055184 0.17 0.09 0.10
H 2.653952 1.250392 -0.704940 -0.44 -0.24 0.18
N -0.295286 0.936382 1.835044 -1.16 0.20 1.76
Cl -5.594915 -3.928006 1.645709 0.06 0.15 -0.26
H -1.101059 0.515889 2.305043 0.22 -0.50 -0.02
C 3.346994 0.464135 3.943143 -0.01 0.15 0.28
H -3.143806 -6.161010 -1.226184 0.27 0.35 -0.13
C -8.368427 -2.129683 0.442379 -0.07 0.16 -0.42
H -9.024435 -4.599032 -1.822333 0.13 0.31 0.09
V -0.037199 -0.008570 -0.028792 -0.26 -1.25 1.43
C -7.232912 -7.349488 -0.529976 0.35 0.17 -0.16
H -2.709358 -1.834936 1.301863 -0.55 -0.32 -0.16
H -7.976942 -5.341409 1.723627 -0.07 -0.07 0.03
C 2.422298 1.389353 4.398838 0.16 -0.24 0.03
H -6.096901 2.025181 -2.725229 0.26 -0.23 0.17
```
Positions in Å, forces in eV/Å.

Values from the calculation:
Energy above the lowest of the compared OMol25 structures with the same formula, charge and spin   0.0 kJ/mol
Spin multiplicity   4

=====

[3]
A 3-piece molecular cluster, C38H35FNO6 overall, computed with ωB97M-V with the def2-TZVPD basis set.

XYZ file:
```
81
Properties=species:S:1:pos:R:3:forces:R:3
H -5.633469 -2.970409 0.706029 0.07 0.08 -0.03
H 0.248612 -6.619033 -1.081959 -0.42 1.34 -1.00
H 4.398085 -6.523449 1.470409 -0.47 1.46 -0.16
C 4.115288 -5.423407 1.499856 -0.12 1.68 0.82
C -5.708629 -0.843716 0.385774 0.17 0.10 -0.08
H 0.700598 -5.581656 -3.975554 0.81 -0.41 1.42
H 6.068864 -4.749639 0.660534 -1.70 0.44 -0.63
H 2.535025 -3.904823 -0.830711 0.87 -1.22 -0.86
H 0.653610 -8.053968 -3.657479 1.26 0.55 0.68
C -3.001751 7.849442 -0.607604 -0.11 -0.08 -0.20
H 1.142906 3.197055 -2.091614 -0.06 -0.09 0.03
H -4.530341 4.922923 -1.397498 0.12 0.01 0.11
H -3.256885 -3.167689 0.063731 0.10 0.20 -0.05
H 1.039157 -1.006349 -1.250253 -0.19 0.05 0.00
O -3.496393 2.461288 -0.910780 0.01 -0.21 0.03
H 0.035714 9.674171 5.557789 -0.05 -0.07 -0.07
H -0.631199 7.518145 6.584374 -0.02 0.00 -0.11
H 2.006510 -7.918834 -2.327054 -0.57 0.18 -1.29
C -1.487109 1.268951 -1.145248 0.24 0.10 -0.09
C -2.925968 1.385581 -0.822097 -0.24 0.76 -0.08
O -1.521968 9.614574 0.972630 -0.07 -0.24 0.17
H 2.387994 -7.543536 -4.115876 -1.25 0.07 1.28
C 1.580907 -7.495177 -3.294410 0.04 1.15 0.26
C -5.004138 0.286585 -0.012198 -0.20 -0.16 0.08
N 5.070557 -6.297507 -1.311536 -0.11 0.94 -0.73
H -6.749420 -0.756423 0.680252 0.10 0.00 -0.04
H 0.205615 -4.758862 -1.301009 -0.21 -1.52 -0.89
H -0.917531 -5.840202 -2.336832 1.16 0.03 0.90
H 3.520703 -4.391333 3.496872 1.25 -0.43 -0.69
H 4.780674 -3.419738 0.559450 0.26 -1.83 0.21
C 4.957041 -4.552686 0.453115 -0.44 -0.01 -0.69
C -1.534496 6.764844 4.786590 0.12 0.12 0.21
C -2.602952 7.549359 0.694496 -0.17 -0.14 -0.21
C -0.492987 8.932283 4.968138 -0.09 -0.05 -0.18
H 2.302025 1.013517 -1.897660 -0.12 -0.05 0.02
C -0.839978 0.035959 -1.057956 0.31 0.27 -0.09
C -0.802927 9.196292 3.639128 0.07 0.02 0.24
C -1.591794 -1.182317 -0.683698 0.58 -0.81 -0.02
H 2.579963 -5.731315 -0.713678 0.74 1.29 -0.79
C 0.526335 -0.052842 -1.327855 0.16 0.08 -0.05
C 4.433672 -4.833955 2.984722 0.53 -0.82 -0.51
C 4.586660 -4.877571 -1.099904 0.01 0.12 1.17
H 6.107182 -6.251382 -1.250934 -0.96 -0.07 -0.37
H -1.818677 5.821021 5.240554 -0.01 0.06 -0.23
C -3.700697 6.908279 -1.355310 0.10 0.03 0.22
C 3.007185 -4.838545 -1.312299 -0.14 -1.04 0.22
C 0.587841 2.311579 -1.799451 -0.21 -0.11 0.07
H -2.772374 8.817931 -1.040053 0.07 -0.09 0.20
C -3.663433 0.178791 -0.382363 -0.25 -0.23 0.14
C -2.917163 6.308036 1.249893 -0.15 -0.03 -0.35
C -1.487173 8.245898 2.880225 0.14 0.02 0.36
O 5.099202 -3.388003 -3.230021 -0.29 -2.56 4.68
H -1.272560 3.365318 -1.605874 -0.08 -0.19 0.08
C -2.543050 5.994732 2.648099 -0.24 -0.89 0.27
O -2.813448 4.910267 3.133383 0.07 0.30 -0.07
C -0.772227 2.405413 -1.526059 0.23 0.07 -0.05
C -3.993330 5.659996 -0.810017 0.04 0.07 0.13
F 5.465756 -3.809959 2.953547 -1.43 -1.23 0.26
C -5.080336 -2.087011 0.403978 0.17 0.09 -0.06
C -3.742621 -2.197544 0.042429 -0.22 -0.05 0.08
C 2.516617 -5.036856 -2.823447 -0.37 1.10 -0.24
H 2.237308 -3.986587 -3.212654 0.60 -1.61 0.49
H 2.980625 -5.266886 1.365879 1.77 -0.52 -0.02
H -3.838591 4.387424 0.911983 0.11 0.15 0.02
C 0.105907 -5.767051 -1.844377 0.64 -0.34 -0.15
O 6.518140 -3.394262 -1.450321 -2.56 -1.64 -0.30
C 1.206095 -5.939881 -2.999178 0.01 -0.19 -1.13
H 4.867876 -5.692782 3.592984 -0.57 1.29 -0.43
H 4.797549 -6.574954 -2.275635 0.59 0.24 0.81
H -5.500164 1.251587 -0.029362 0.20 -0.06 -0.07
H -4.016193 7.146926 -2.365781 0.04 -0.02 0.09
C -1.843803 8.551318 1.475956 0.20 0.79 -0.48
C -3.028018 -1.062217 -0.340682 -0.41 -0.06 0.11
C 1.238694 1.084201 -1.693281 -0.14 -0.06 0.04
C 5.420550 -3.827843 -1.973701 2.26 3.16 -3.49
H 3.363030 -5.383804 -3.522905 -1.26 0.48 1.20
C -3.603311 5.359136 0.490986 -0.10 0.01 -0.17
H -0.514691 10.144511 3.197223 -0.12 -0.17 -0.09
C -0.865199 7.719685 5.544083 -0.09 -0.08 -0.19
C -1.842586 7.023722 3.450532 0.17 0.23 0.31
O -1.036491 -2.264730 -0.651455 -0.22 0.22 0.03
```
Positions in Å, forces in eV/Å.

Values from the calculation:
E_tot   -56467.038 eV
Spin multiplicity   1
Net charge   -1